# 1
83
Properties=species:S:1:pos:R:3:forces:R:3:lowdin_charge:R:1 method="wB97M-V/def2-TZVPD" homo_energy_ev=-5.9 largest_force_ha_per_bohr=0.065 energy_ha=-2195.38135 multiplicity=1 homo_lumo_gap_ev=5.32
C -5.068 1.696 3.697 0.9 -0.1 0.0 -0.053
O -3.626 1.639 3.823 -0.6 -0.2 0.4 -0.100
C -2.893 0.903 2.949 0.1 0.0 -0.9 -0.284
C -1.488 0.941 3.121 -1.2 0.2 0.3 -0.005
C -0.664 0.437 2.148 -0.2 -0.5 -0.7 -0.086
C -1.189 -0.078 0.929 -0.3 0.3 1.1 -0.212
C -0.304 -0.580 -0.097 0.4 -3.0 -1.1 -0.025
C -0.797 -0.925 -1.401 1.6 -0.7 1.8 -0.121
C -1.893 -0.442 -2.129 -1.0 0.4 -1.4 -0.062
C -2.226 -0.977 -3.373 0.1 0.9 1.4 -0.066
C -1.514 -2.076 -3.887 1.0 -1.1 0.2 -0.086
C -0.527 -2.687 -3.118 -0.6 0.3 -1.5 -0.018
C -0.160 -2.122 -1.896 0.5 -0.2 1.5 -0.098
C 0.597 -2.716 -0.850 -1.6 1.1 -0.7 -0.113
C 0.916 -4.059 -0.695 0.9 -1.2 0.9 -0.017
C 1.085 -4.571 0.593 0.2 -0.2 -1.9 -0.063
C 0.815 -3.771 1.717 -0.3 1.5 1.1 -0.077
C 0.546 -2.423 1.599 -0.3 -1.7 0.7 0.009
C 0.697 -1.758 0.302 -1.7 0.5 -1.1 -0.118
B 2.345 -1.725 0.322 -0.3 1.4 -0.5 -0.565
O 3.108 -1.689 1.463 0.0 0.0 -0.7 0.159
C 4.444 -1.336 1.028 0.2 0.3 -0.4 -0.441
C 4.620 0.167 1.249 -0.1 0.2 0.0 -0.004
C 5.446 -2.071 1.893 0.3 -0.3 -0.1 -0.008
C 4.431 -1.747 -0.510 0.2 -0.1 0.3 -0.445
C 5.227 -0.865 -1.445 0.3 0.3 0.0 -0.006
C 4.839 -3.206 -0.730 0.0 -0.2 0.0 -0.009
O 3.035 -1.619 -0.863 0.1 -0.2 0.9 0.163
C -2.601 -0.226 0.846 0.9 -0.2 -0.1 -0.004
C -3.443 0.221 1.844 0.1 0.6 0.8 -0.013
H -5.372 2.295 4.557 -0.1 -0.1 -0.2 0.092
H -5.363 2.194 2.762 0.1 -0.2 0.2 0.071
H -5.517 0.696 3.755 0.1 0.2 0.0 0.093
H -1.101 1.419 4.018 0.0 -0.1 -0.1 0.121
H 0.414 0.418 2.309 -0.2 0.2 -0.2 0.114
H -2.482 0.374 -1.716 0.2 -0.2 -0.3 0.079
H -3.051 -0.543 -3.941 0.2 -0.2 0.2 0.104
H -1.760 -2.456 -4.878 0.0 -0.1 0.3 0.097
H -0.021 -3.593 -3.450 -0.2 0.2 -0.1 0.110
H 0.958 -4.705 -1.576 0.0 0.1 0.3 0.119
H 1.354 -5.618 0.731 -0.2 0.2 -0.1 0.106
H 0.807 -4.238 2.705 -0.1 0.2 -0.3 0.113
H 0.234 -1.833 2.455 0.3 -0.1 0.0 0.117
H 5.624 0.489 0.939 -0.3 -0.1 0.0 0.097
H 3.867 0.762 0.708 0.2 -0.3 0.1 0.081
H 4.515 0.382 2.321 0.0 -0.1 -0.3 0.101
H 6.464 -1.758 1.629 -0.2 -0.1 0.0 0.100
H 5.279 -1.825 2.948 0.0 0.0 -0.2 0.098
H 5.374 -3.156 1.768 0.0 0.2 0.1 0.084
H 6.293 -0.922 -1.188 -0.2 0.1 -0.1 0.099
H 5.106 -1.218 -2.476 0.0 0.0 0.2 0.098
H 4.905 0.183 -1.401 0.0 -0.3 0.0 0.082
H 5.924 -3.329 -0.601 -0.3 0.0 0.0 0.095
H 4.316 -3.888 -0.041 0.1 0.2 -0.2 0.095
H 4.588 -3.501 -1.757 0.0 0.1 0.3 0.100
H -3.046 -0.751 0.003 0.2 0.1 0.2 0.115
H -4.522 0.085 1.751 0.3 0.1 0.0 0.111
C -6.870 2.421 -0.561 0.5 0.3 0.4 -0.062
O -5.839 2.860 0.348 -0.8 0.5 -0.5 -0.114
C -4.601 3.131 -0.151 0.6 -0.6 -0.1 -0.277
C -3.623 3.498 0.802 -0.8 -0.3 -0.5 -0.005
C -2.302 3.251 0.514 0.1 -0.1 -0.4 -0.056
C -1.921 2.670 -0.718 -1.4 0.1 0.1 -0.249
C -0.577 2.170 -0.889 2.2 2.1 -1.4 -0.445
C 0.071 1.956 -2.106 -0.2 -0.2 1.0 -0.111
C 1.469 2.176 -2.064 0.4 0.4 0.8 -0.111
C 1.915 2.677 -0.846 -0.9 -0.7 -1.2 -0.588
C 3.241 3.271 -0.564 0.6 -0.1 0.1 -0.120
S 0.633 2.711 0.294 -0.2 0.0 -0.8 1.112
C -2.890 2.634 -1.757 0.7 0.1 0.5 -0.040
C -4.230 2.874 -1.487 -0.4 -0.1 0.8 -0.016
H -7.766 2.390 0.059 0.0 0.0 -0.2 0.089
H -7.005 3.133 -1.388 0.0 -0.2 0.2 0.091
H -6.646 1.419 -0.957 0.0 0.3 0.1 0.097
H -3.940 3.865 1.778 0.1 -0.2 -0.2 0.123
H -1.546 3.495 1.262 -0.3 -0.2 -0.2 0.086
H -0.448 1.609 -2.994 0.0 0.2 0.1 0.109
H 2.152 2.045 -2.903 -0.3 0.0 0.1 0.111
H 3.994 2.838 -1.241 -0.1 0.1 0.3 0.080
H 3.226 4.361 -0.732 0.0 -0.4 0.1 0.086
H 3.537 3.090 0.476 0.1 0.1 -0.2 0.065
H -2.588 2.379 -2.776 -0.1 0.0 0.4 0.116
H -4.992 2.776 -2.264 0.4 -0.1 0.3 0.106

# 2
100
Properties=species:S:1:pos:R:3:forces:R:3:lowdin_charge:R:1 method="wB97M-V/def2-TZVPD" homo_energy_ev="-10.9 / -10.9" largest_force_ha_per_bohr=0.058 total_charge=+1 energy_ha=-7055.81241 multiplicity=1 homo_lumo_gap_ev="5.48 / 5.47"
V 0.466 -0.624 -0.136 0.1 1.4 -1.2 0.713
Cl 0.078 -7.678 -0.621 0.0 -0.1 0.0 0.747
C 0.001 -5.979 -0.758 0.0 -0.1 0.0 -0.678
C -0.754 -5.396 -1.780 -0.1 -0.2 -0.1 -0.685
Cl -1.575 -6.378 -2.917 0.0 0.0 0.0 0.733
C -0.813 -4.019 -1.884 -0.3 0.2 -0.4 -0.596
Cl -1.693 -3.221 -3.125 0.0 -0.1 0.0 0.771
C -0.147 -3.241 -0.959 0.3 0.7 0.3 -0.306
O -0.145 -1.876 -1.043 -1.2 -2.5 -1.2 -0.357
C 0.595 -3.797 0.069 0.8 0.5 0.9 -0.317
O 1.223 -2.919 0.953 -0.6 -1.1 -0.7 -0.271
C 0.689 -5.185 0.154 0.2 0.2 0.1 -0.607
Cl 1.651 -5.888 1.380 0.0 0.1 0.1 0.798
F 0.879 -0.141 1.389 0.7 0.6 1.5 -0.301
Sb 0.315 -2.733 2.745 -0.2 0.3 0.0 1.470
F 1.669 -1.491 3.121 0.3 0.2 -0.1 -0.324
F -0.736 -1.756 3.935 -0.4 0.1 0.5 -0.329
F -0.897 -4.139 2.585 -0.2 -0.4 -0.2 -0.310
F -0.954 -1.881 1.441 0.6 0.4 0.0 -0.360
F 1.267 -3.798 3.932 0.1 -0.5 0.1 -0.329
C 2.380 3.235 -0.273 0.0 0.3 0.0 -0.052
C 1.991 1.937 -0.051 -0.4 -0.1 -0.1 -0.168
N 1.009 1.363 -0.769 -0.1 0.0 -0.1 -0.101
C 0.410 2.074 -1.746 0.2 -0.5 0.1 -0.105
C 0.765 3.372 -2.043 -0.2 0.3 -0.2 -0.171
C 1.775 3.952 -1.285 0.1 0.2 0.0 0.009
C 0.176 4.143 -3.172 0.4 -0.2 0.2 -0.020
C -1.077 4.407 -3.527 -0.4 0.0 0.0 -0.018
C -2.368 4.071 -2.890 0.3 0.0 0.0 -0.262
C -3.542 4.455 -3.525 -0.1 0.1 -0.2 0.000
C -4.739 4.129 -2.916 0.0 -0.1 0.2 -0.106
N -4.788 3.478 -1.748 0.3 0.1 -0.1 0.091
C -3.606 3.174 -1.215 0.0 0.1 -0.1 -0.227
N -2.399 3.428 -1.721 -0.2 -0.1 0.2 0.132
H 3.175 3.656 0.326 0.0 0.0 0.0 0.129
H 2.464 1.354 0.720 0.0 -0.1 0.1 0.100
H -0.360 1.583 -2.321 -0.1 -0.1 0.0 0.109
H 2.092 4.966 -1.503 0.0 -0.1 0.0 0.136
H 0.937 4.590 -3.807 0.0 0.0 0.0 0.122
H -1.190 5.008 -4.426 0.0 0.0 0.1 0.113
H -3.520 4.986 -4.473 0.0 -0.1 0.2 0.118
H -5.690 4.392 -3.367 0.1 0.0 0.0 0.116
H -3.632 2.660 -0.255 0.0 0.1 -0.1 0.079
S 4.352 1.447 -2.312 0.1 0.0 0.0 0.314
P 4.218 -0.264 -1.421 0.1 0.4 0.0 0.188
S 2.296 -1.160 -1.527 -0.4 0.0 0.7 0.636
C 5.057 -1.628 -2.248 0.0 -0.2 0.1 -0.422
C 5.073 -2.896 -1.649 0.1 0.1 -0.1 -0.094
C 5.799 -3.918 -2.237 0.0 0.1 0.0 -0.063
C 6.508 -3.676 -3.412 0.0 0.0 0.0 -0.061
C 6.483 -2.421 -4.004 0.0 -0.1 0.0 -0.062
C 5.753 -1.391 -3.425 0.0 0.0 -0.1 -0.093
C 4.849 -0.317 0.273 -0.2 -0.1 0.2 -0.377
C 4.076 -0.608 1.394 0.2 -0.1 0.0 -0.107
C 4.662 -0.649 2.658 -0.1 0.0 -0.1 -0.053
C 6.023 -0.417 2.791 0.0 0.0 0.0 -0.060
C 6.801 -0.141 1.669 0.0 0.0 0.0 -0.062
C 6.219 -0.085 0.414 0.0 0.1 0.0 -0.084
H 4.531 -3.074 -0.724 0.1 0.0 -0.1 0.107
H 5.821 -4.900 -1.779 0.0 0.1 0.0 0.111
H 7.085 -4.474 -3.865 0.0 0.0 0.0 0.111
H 7.035 -2.242 -4.918 0.0 0.0 0.0 0.111
H 5.725 -0.403 -3.874 0.0 -0.1 0.1 0.075
H 3.031 -0.847 1.297 0.0 0.0 0.0 0.042
H 4.049 -0.878 3.522 0.1 0.0 -0.1 0.105
H 6.484 -0.461 3.772 0.0 0.0 -0.1 0.112
H 7.867 0.023 1.774 -0.1 0.0 0.0 0.112
H 6.824 0.143 -0.458 0.0 0.0 0.0 0.113
C -6.486 0.265 0.887 0.0 0.0 -0.1 -0.102
C -6.362 -0.668 -0.324 0.0 0.1 0.1 -0.246
C -4.943 -0.847 -0.866 0.0 0.0 0.1 -0.197
C -3.976 -1.595 0.050 0.0 0.3 0.2 -0.165
N -3.495 -0.801 1.200 -0.2 -0.2 -0.4 0.048
C -2.501 0.064 1.209 0.0 0.0 0.0 -0.643
S -1.696 0.494 -0.299 0.2 0.2 0.3 0.879
N -2.207 0.663 2.351 0.4 0.1 0.0 0.060
C -1.220 1.721 2.621 -0.4 0.0 0.0 -0.176
C -1.852 3.109 2.698 -0.1 0.0 0.0 -0.184
C -3.121 3.181 3.548 0.1 0.0 0.1 -0.259
C -2.890 2.819 5.018 0.0 0.0 -0.1 -0.099
H -7.534 0.500 1.085 0.1 0.0 0.0 0.077
H -5.964 1.214 0.709 -0.1 -0.1 0.0 0.068
H -6.090 -0.184 1.804 0.0 0.1 -0.1 0.057
H -6.979 -0.268 -1.131 0.0 0.0 0.0 0.109
H -6.777 -1.651 -0.076 0.0 0.0 0.0 0.110
H -4.516 0.131 -1.106 0.0 0.0 -0.1 0.086
H -4.991 -1.412 -1.802 0.0 0.0 0.1 0.119
H -3.109 -1.926 -0.511 0.2 -0.1 -0.1 0.083
H -4.456 -2.476 0.469 0.0 -0.1 0.1 0.136
H -3.941 -0.985 2.085 -0.1 0.0 0.1 0.152
H -2.658 0.289 3.174 0.0 0.0 0.1 0.151
H -0.480 1.720 1.841 0.3 -0.1 -0.3 0.071
H -0.723 1.452 3.550 0.0 -0.1 0.1 0.132
H -2.059 3.456 1.679 0.0 0.0 0.1 0.102
H -1.095 3.780 3.115 0.0 0.0 -0.1 0.122
H -3.890 2.529 3.117 0.0 0.1 0.0 0.095
H -3.513 4.197 3.487 0.0 0.0 0.0 0.110
H -2.531 1.790 5.147 0.0 0.1 0.0 0.065
H -3.810 2.919 5.597 0.1 0.0 0.0 0.076
H -2.143 3.483 5.465 -0.1 -0.1 0.0 0.082